1.
DFT (ωB97M-V/def2-TZVPD) results for a molecular structure, C13H22Cl2N3O2Ti.

Summary:
2S+1 ... 3
Frontier orbital gap (spin up / spin down) ... 6.6 / 8.3 eV
<S²> ... 2.006
Charge ... +1
HOMO (spin up / spin down) ... -9.154 / -10.907 eV
LUMO energy (spin up / spin down) ... -2.506 / -2.652 eV

Positions of all 43 atoms, in Å:
Ti  0.126  0.476  -0.702
N  0.174  -1.819  -0.456
C  0.051  -2.559  -1.723
C  -0.878  -1.799  -2.648
N  -0.430  -0.406  -2.834
C  0.680  -0.223  -3.792
C  2.022  -0.044  -3.105
N  1.918  1.024  -2.101
H  0.991  -2.127  0.062
H  -0.628  -2.009  0.141
H  -0.329  -3.573  -1.581
H  1.042  -2.651  -2.167
H  -1.873  -1.758  -2.198
H  -0.967  -2.323  -3.605
H  -1.224  0.120  -3.177
H  0.468  0.674  -4.379
H  0.733  -1.059  -4.496
H  2.787  0.160  -3.860
H  2.315  -0.956  -2.584
H  1.818  1.926  -2.558
H  2.763  1.076  -1.540
C  2.413  0.085  2.928
C  1.203  0.238  2.046
O  1.448  0.502  0.848
C  -0.126  0.104  2.593
C  -0.241  -0.161  3.985
C  -1.444  -0.216  4.627
C  -2.621  0.009  3.894
C  -2.564  0.266  2.551
C  -1.336  0.302  1.853
O  -1.381  0.535  0.574
H  3.304  0.182  2.314
H  2.424  -0.884  3.428
H  2.433  0.852  3.703
H  0.658  -0.319  4.564
H  -1.489  -0.421  5.687
H  -3.581  -0.022  4.392
H  -3.462  0.433  1.972
Cl  0.107  3.379  0.122
C  -1.567  3.336  -0.443
Cl  -1.656  2.613  -2.064
H  -1.954  4.346  -0.494
H  -2.127  2.689  0.222

Atomic forces in eV per Å
0.184 0.035 -0.897
-0.004 0.068 0.078
0.011 -0.039 0.001
-0.032 -0.035 -0.049
0.002 0.039 0.133
-0.024 0.009 -0.082
0.100 -0.046 -0.036
-0.049 0.017 0.223
-0.032 -0.013 -0.011
0.002 0.013 -0.009
0.008 0.006 -0.003
-0.010 0.004 0.003
0.000 -0.007 -0.010
0.003 0.001 0.009
-0.019 -0.009 0.013
0.007 0.000 -0.003
-0.006 0.008 -0.006
-0.021 -0.017 -0.002
0.011 0.005 -0.005
-0.002 -0.001 0.029
0.014 -0.004 -0.022
0.023 0.022 0.091
0.053 -0.029 0.324
0.040 -0.033 -0.254
-0.142 -0.035 0.201
-0.001 0.005 0.001
-0.009 -0.016 0.049
0.017 0.012 -0.042
-0.053 -0.071 0.134
0.055 0.030 0.142
0.020 -0.047 0.042
0.002 0.002 -0.015
0.000 0.002 -0.006
-0.010 0.000 0.013
-0.010 0.001 0.004
-0.003 -0.001 0.002
-0.002 -0.001 0.011
-0.011 0.002 -0.011
0.030 -0.045 -0.074
-0.141 0.076 0.097
-0.023 0.042 -0.042
0.023 0.009 -0.033
0.000 0.039 0.013



2.
DFT (ωB97M-V/def2-TZVPD) results for C13H22ClN5 in the gas phase at a distorted geometry.

Summary:
Frontier orbital gap ... 8.9 eV
SMILES ... Cc1c(Cl)nc(N2CCN(C)CC2)nc1NC(C)C
HOMO ... -8.173 eV
LUMO energy ... 0.708 eV

Positions of all 41 atoms, in Å:
Cl  -3.504  0.874  -2.203
N  -1.776  1.259  -0.271
N  0.223  0.133  -0.027
C  -0.664  1.014  0.362
C  -1.935  0.744  -1.541
C  0.088  -0.362  -1.240
C  -0.937  -0.078  -2.070
N  -0.375  1.550  1.615
N  0.584  3.246  3.948
N  1.043  -1.282  -1.608
C  -1.113  -0.686  -3.480
C  1.817  3.961  3.479
C  2.960  -1.450  -0.110
C  1.973  -3.490  -0.936
C  -0.701  3.037  1.708
C  0.874  1.066  2.337
C  -0.805  3.501  3.152
C  0.804  1.740  3.793
C  1.697  -2.113  -0.577
H  0.992  -1.514  -2.625
H  -1.894  -0.188  -4.089
H  -1.324  -1.738  -3.329
H  -0.116  -0.540  -3.896
H  2.098  4.860  4.078
H  2.648  3.303  3.601
H  1.812  4.165  2.384
H  3.473  -1.939  0.673
H  2.731  -0.520  0.270
H  3.701  -1.462  -0.951
H  2.547  -4.161  -0.254
H  1.008  -3.947  -0.872
H  2.550  -3.523  -1.949
H  -1.564  3.309  1.131
H  0.042  3.680  1.226
H  0.737  -0.007  2.491
H  1.805  1.207  1.681
H  -1.579  2.859  3.625
H  -1.039  4.563  3.172
H  1.682  1.624  4.368
H  0.102  1.157  4.306
H  1.031  -2.159  0.324

Atomic forces in eV per Å
-0.081 0.284 -0.297
-1.998 0.937 -2.309
1.028 -0.538 -0.406
0.796 -0.757 1.287
1.970 -0.415 3.499
2.271 -1.377 1.349
-4.018 1.399 -3.048
-0.293 1.935 0.083
-1.949 -1.447 -1.775
-0.443 -0.661 -1.363
0.657 0.871 1.415
-1.147 0.282 -0.509
1.227 -0.836 -1.835
1.037 -2.342 -2.220
1.205 -0.593 0.620
-0.710 1.659 -0.271
2.144 -0.891 0.565
0.912 1.747 -1.753
0.277 1.788 2.223
0.408 -0.449 1.735
0.651 -0.350 0.528
-0.074 -0.335 -0.445
-0.231 -0.291 -0.864
-0.813 -0.443 -0.535
0.588 -0.667 0.231
-0.088 0.302 0.628
0.222 -1.104 1.009
-0.183 2.440 0.294
-0.585 0.570 0.512
0.018 1.319 -0.038
-0.637 -0.983 -1.272
-1.385 -0.353 1.432
-0.880 -0.605 0.005
0.679 -0.389 -0.144
0.179 0.126 -0.102
-1.140 0.133 1.150
0.581 0.703 0.223
-0.087 -0.049 0.268
1.406 -0.712 0.185
-1.659 -0.287 0.798
0.144 0.378 -0.851



Across the entries above, energy relative to the best compared isomer or geometry (same formula, charge and spin) takes the values 0.0000, 1.8714 eV, respectively.